ORCA calculation (wB97M-V/def2-TZVPD) on C38H21F15GeN6OsS2 as an isolated structure.

ORCA input file:
```
! wB97M-V def2-TZVPD RIJCOSX def2/J DEFGRID3
* xyz 2 5
Os -0.83 -0.18 1.68
C 3.20 -2.38 2.40
C 1.82 -1.83 2.55
N 1.48 -0.62 2.69
N 2.26 0.45 2.87
C 1.61 1.56 3.29
N 2.30 2.61 3.66
S -0.10 1.58 3.37
C 0.63 -2.71 2.70
C 0.73 -4.05 2.99
C -0.42 -4.75 3.35
C -1.62 -4.08 3.44
C -1.65 -2.74 3.10
N -0.56 -2.07 2.70
H 3.88 -1.62 2.02
H 3.18 -3.22 1.70
H 3.58 -2.75 3.35
H 3.27 0.43 2.76
H 3.31 2.62 3.68
H 1.82 3.44 3.97
H 1.69 -4.54 2.97
H -0.36 -5.81 3.57
H -2.53 -4.57 3.75
H -2.58 -2.18 3.13
C -1.81 2.75 0.91
N -1.92 1.30 0.73
C -2.84 0.85 -0.08
C -2.94 -0.53 -0.26
C -3.75 -1.37 -1.01
C -3.30 -2.68 -0.75
C -2.25 -2.58 0.15
N -2.01 -1.29 0.46
C -2.66 3.28 2.04
C -2.67 4.65 2.27
C -3.46 5.20 3.26
C -4.26 4.38 4.05
C -4.25 3.01 3.83
C -3.46 2.46 2.83
H -2.09 3.25 -0.01
H -0.76 2.99 1.10
H -3.51 1.53 -0.60
H -4.55 -1.07 -1.66
H -3.69 -3.59 -1.17
H -1.67 -3.40 0.56
H -2.04 5.30 1.67
H -3.46 6.27 3.42
H -4.90 4.80 4.81
H -4.88 2.36 4.44
H -3.47 1.39 2.67
F 2.79 0.27 -4.70
C 3.72 0.18 -3.75
C 3.30 0.13 -2.43
C 4.27 0.05 -1.45
F 3.91 -0.04 -0.15
C 5.62 0.02 -1.76
F 6.52 -0.06 -0.79
C 6.01 0.07 -3.09
F 7.29 0.02 -3.40
C 5.05 0.15 -4.10
F 5.43 0.19 -5.36
Ge 1.36 0.15 -2.07
S 1.09 0.79 0.03
C 0.42 1.58 -3.06
C -0.92 1.48 -3.38
F -1.61 0.39 -3.02
C -1.58 2.49 -4.05
F -2.88 2.38 -4.32
C -0.89 3.65 -4.39
F -1.51 4.62 -5.02
C 0.45 3.78 -4.06
F 1.10 4.89 -4.36
C 1.08 2.75 -3.39
F 2.36 2.89 -3.04
C 0.63 -1.64 -2.45
C 0.60 -2.62 -1.48
F 1.08 -2.35 -0.24
C 0.10 -3.89 -1.71
F 0.08 -4.79 -0.73
C -0.42 -4.19 -2.96
F -0.93 -5.39 -3.19
C -0.41 -3.23 -3.96
F -0.91 -3.51 -5.15
C 0.13 -1.98 -3.70
F 0.15 -1.08 -4.68
*
```

## Properties
LUMO energy (spin up / spin down), eV: -6.5 / -8.4
⟨S²⟩: 6.033
Energy relative to the best compared isomer or geometry (same formula, charge and spin), kJ/mol: 165.9

=====

ORCA calculation (wB97M-V/def2-TZVPD) on C38H24BrF5NO4P2S2SeTi as an isolated structure.

ORCA input file:
```
! wB97M-V def2-TZVPD RIJCOSX def2/J DEFGRID3
* xyz -2 2
Ti 0.39 -1.62 2.16
O -2.25 -1.96 5.26
C -1.16 -1.70 4.51
O -1.24 -1.89 3.26
C 0.04 -1.24 5.06
C 0.44 -1.00 6.40
C 1.73 -0.59 6.63
C 2.64 -0.39 5.57
C 2.18 -0.64 4.29
N 0.96 -1.05 4.07
C 2.94 -0.50 2.99
O 4.07 -0.08 2.91
O 2.18 -0.91 1.98
H -2.92 -2.28 4.63
H -0.25 -1.16 7.22
H 2.04 -0.41 7.65
H 3.66 -0.05 5.72
S -0.53 0.68 2.22
P 0.91 0.68 -0.34
C -0.54 -0.12 0.62
P -2.26 -0.42 0.03
S -3.36 -1.73 1.01
C -3.12 1.22 0.11
C -3.25 2.09 -0.97
C -3.86 3.33 -0.84
C -4.35 3.73 0.40
C -4.24 2.86 1.48
C -3.65 1.62 1.34
C -2.41 -0.89 -1.74
C -1.45 -1.61 -2.43
C -1.70 -2.07 -3.72
C -2.91 -1.81 -4.33
C -3.90 -1.11 -3.64
C -3.65 -0.68 -2.35
C 0.61 0.74 -2.19
C 1.45 -0.05 -2.97
C 1.36 -0.06 -4.37
C 0.42 0.74 -5.00
C -0.41 1.56 -4.24
C -0.31 1.55 -2.86
C 0.74 2.52 -0.14
C 1.89 3.23 -0.46
C 1.93 4.62 -0.45
C 0.79 5.34 -0.10
C -0.36 4.65 0.26
C -0.38 3.26 0.24
H -2.87 1.80 -1.94
H -3.94 3.98 -1.70
H -4.82 4.70 0.51
H -4.63 3.16 2.45
H -3.57 0.94 2.18
H -0.50 -1.84 -1.96
H -0.93 -2.63 -4.23
H -3.10 -2.16 -5.34
H -4.86 -0.93 -4.09
H -4.44 -0.18 -1.80
H 2.16 -0.70 -2.48
H 2.01 -0.70 -4.94
H 0.33 0.74 -6.08
H -1.15 2.19 -4.73
H -0.94 2.22 -2.28
H 2.79 2.68 -0.72
H 2.84 5.14 -0.71
H 0.81 6.43 -0.09
H -1.25 5.19 0.55
H -1.28 2.75 0.55
F 6.57 -4.49 -1.64
C 5.31 -4.14 -1.29
C 4.37 -3.84 -2.26
F 4.70 -3.90 -3.56
C 3.09 -3.48 -1.87
F 2.26 -3.20 -2.90
C 2.67 -3.39 -0.55
Se 0.86 -2.86 -0.23
C 3.64 -3.70 0.39
F 3.39 -3.69 1.71
C 4.94 -4.07 0.03
F 5.83 -4.36 0.99
Br 0.78 -4.05 3.14
*
```

## Properties
LUMO energy (spin up / spin down), eV: 4.2 / 4.2
⟨S²⟩: 0.777
Energy relative to the best compared isomer or geometry (same formula, charge and spin), kJ/mol: 269.2

=====

ORCA calculation (wB97M-V/def2-TZVPD) on C38H26Br2F5N5O2SSeSiTi as an isolated structure.

ORCA input file:
```
! wB97M-V def2-TZVPD RIJCOSX def2/J DEFGRID3
* xyz -1 2
Ti 0.92 0.10 0.98
C 2.55 1.37 3.84
C 3.22 0.20 3.17
C 4.43 -0.28 3.65
C 5.04 -1.38 3.11
C 4.41 -2.04 2.04
C 4.86 -3.21 1.39
Br 6.48 -4.04 1.97
C 4.17 -3.77 0.35
C 2.98 -3.20 -0.08
Br 2.04 -3.97 -1.53
C 2.45 -2.06 0.51
O 1.33 -1.49 0.17
C 3.20 -1.47 1.57
N 2.61 -0.36 2.12
H 2.95 1.50 4.84
H 1.48 1.18 3.91
H 2.70 2.29 3.27
H 4.90 0.22 4.49
H 5.97 -1.76 3.50
H 4.55 -4.66 -0.13
C 4.19 2.00 -3.17
N 2.76 1.91 -3.10
C 1.86 2.18 -4.12
C 0.63 2.00 -3.62
N 0.75 1.64 -2.29
C 2.08 1.56 -1.97
S 2.85 1.15 -0.54
C -0.40 1.41 -1.47
C -1.52 2.15 -1.74
C -2.66 1.98 -0.86
C -2.72 0.91 -0.07
C -1.62 -0.11 -0.11
N -0.32 0.47 -0.50
H 4.47 2.62 -4.02
H 4.64 1.01 -3.26
H 4.56 2.45 -2.25
H 2.18 2.44 -5.11
H -0.33 2.08 -4.10
H -1.51 2.93 -2.48
H -3.43 2.74 -0.85
H -3.53 0.75 0.64
H -1.51 -0.52 0.89
Se -0.08 -1.20 2.98
C -1.84 -1.01 3.41
N -2.95 -0.91 3.71
F -0.57 6.73 3.56
C -0.27 5.52 3.05
C -1.11 4.44 3.26
F -2.22 4.61 3.98
C -0.78 3.21 2.73
F -1.59 2.17 2.90
C 0.41 2.99 2.01
O 0.74 1.81 1.58
C 1.21 4.12 1.79
F 2.33 3.98 1.07
C 0.88 5.36 2.31
F 1.69 6.41 2.08
C -4.18 -0.52 -5.15
C -2.89 -1.03 -5.21
C -2.23 -1.39 -4.04
C -2.84 -1.22 -2.79
C -4.13 -0.70 -2.76
C -4.80 -0.35 -3.92
Si -1.90 -1.66 -1.22
C -2.79 -2.94 -0.16
C -3.85 -2.59 0.67
C -4.44 -3.51 1.52
C -3.97 -4.82 1.55
C -2.91 -5.19 0.73
C -2.33 -4.26 -0.11
H -4.70 -0.24 -6.06
H -2.40 -1.16 -6.17
H -1.23 -1.80 -4.09
H -4.62 -0.56 -1.80
H -5.81 0.05 -3.87
H -0.61 -2.21 -1.67
H -4.21 -1.57 0.68
H -5.24 -3.21 2.17
H -4.42 -5.54 2.22
H -2.53 -6.20 0.77
H -1.48 -4.55 -0.73
*
```

## Properties
LUMO energy (spin up / spin down), eV: 1.9 / 1.8
⟨S²⟩: 0.757
Energy relative to the best compared isomer or geometry (same formula, charge and spin), kJ/mol: 0.0

=====

ORCA calculation (wB97M-V/def2-TZVPD) on C38H26BrCl2F6N4O4Ru as an isolated structure.

ORCA input file:
```
! wB97M-V def2-TZVPD RIJCOSX def2/J DEFGRID3
* xyz 0 2
Ru -1.26 -0.13 0.01
Cl -5.38 2.85 -0.18
C -3.77 3.49 -0.15
C -3.58 4.87 -0.24
C -2.33 5.41 -0.24
Cl -2.13 7.14 -0.36
C -1.19 4.58 -0.14
C 0.14 5.04 -0.13
C 1.15 4.14 -0.02
C 0.86 2.77 0.09
N -0.36 2.29 0.07
C -1.40 3.17 -0.05
C -2.71 2.59 -0.06
O -2.86 1.32 0.02
H -4.44 5.52 -0.32
H 0.33 6.10 -0.21
H 2.19 4.47 -0.01
H 1.65 2.04 0.20
C -1.44 0.75 4.25
C -0.97 -0.43 4.82
C -0.50 -1.44 4.01
C -0.52 -1.28 2.62
N -0.96 -0.12 2.09
C -1.42 0.86 2.88
C -0.13 -2.28 1.64
C 0.39 -3.54 1.96
C 0.66 -4.45 0.95
C 0.40 -4.10 -0.38
C -0.12 -2.85 -0.69
C -0.38 -1.93 0.32
H -1.82 1.56 4.85
H -0.97 -0.55 5.90
H -0.14 -2.37 4.43
H -1.77 1.75 2.37
H 0.56 -3.83 2.99
H 1.05 -5.42 1.19
H 0.60 -4.81 -1.17
H -0.34 -2.60 -1.72
C -1.85 0.12 -3.33
O -0.82 0.10 -2.33
C 0.47 0.09 -2.75
C 0.85 0.13 -4.06
C 2.23 0.11 -4.38
Br 2.73 0.13 -6.21
C 3.18 0.05 -3.43
C 2.80 0.01 -2.07
C 1.43 0.02 -1.69
O 1.06 -0.01 -0.48
C 3.76 -0.06 -1.02
N 3.47 -0.17 0.27
C 4.64 -0.17 1.03
C 4.85 -0.24 2.40
C 6.17 -0.21 2.82
C 7.23 -0.10 1.92
C 7.01 -0.02 0.55
C 5.69 -0.06 0.13
N 5.10 0.01 -1.13
H -1.80 1.03 -3.91
H -2.78 0.06 -2.78
H -1.77 -0.76 -3.98
H 0.12 0.17 -4.85
H 4.23 0.03 -3.72
H 2.48 -0.25 0.53
H 4.03 -0.32 3.09
H 6.38 -0.27 3.88
H 8.24 -0.08 2.29
H 7.83 0.07 -0.15
H 5.59 0.08 -2.01
C -5.09 -1.00 -0.75
C -3.86 -1.90 -0.54
O -2.70 -1.29 -0.93
C -3.89 -2.36 0.94
F -3.63 -1.32 1.75
F -3.00 -3.32 1.22
F -5.10 -2.83 1.29
C -4.02 -3.14 -1.46
F -5.20 -3.77 -1.30
F -3.95 -2.76 -2.75
F -3.06 -4.06 -1.27
H -4.97 -0.11 -0.12
H -6.02 -1.51 -0.51
H -5.11 -0.68 -1.79
*
```

## Properties
LUMO energy (spin up / spin down), eV: -0.6 / -0.6
⟨S²⟩: 0.758
Energy relative to the best compared isomer or geometry (same formula, charge and spin), kJ/mol: 67.4

=====

ORCA calculation (wB97M-V/def2-TZVPD) on C38H26BrCrN2OP as an isolated structure.

ORCA input file:
```
! wB97M-V def2-TZVPD RIJCOSX def2/J DEFGRID3
* xyz 1 2
Cr -0.77 0.89 1.09
Br -0.69 5.84 -4.42
C -0.67 4.82 -2.83
C 0.15 5.21 -1.77
C 0.19 4.47 -0.61
C -0.57 3.30 -0.50
O -0.53 2.59 0.62
C -1.39 2.90 -1.57
C -2.14 1.68 -1.53
N -2.02 0.77 -0.62
C -2.78 -0.42 -0.71
C -3.39 -0.92 -1.83
C -4.14 -2.11 -1.76
C -4.26 -2.80 -0.59
C -3.60 -2.33 0.57
C -3.65 -3.01 1.81
C -2.94 -2.51 2.87
C -2.15 -1.36 2.69
N -2.09 -0.70 1.55
C -2.84 -1.16 0.50
C -1.44 3.69 -2.73
H 0.75 6.10 -1.86
H 0.81 4.76 0.22
H -2.84 1.53 -2.35
H -3.31 -0.41 -2.78
H -4.61 -2.48 -2.66
H -4.85 -3.71 -0.53
H -4.24 -3.91 1.91
H -2.95 -3.00 3.83
H -1.54 -0.99 3.50
H -2.08 3.39 -3.55
C 0.09 -4.19 -2.30
C 0.86 -3.20 -2.91
C 1.13 -2.01 -2.24
C 0.62 -1.80 -0.96
C -0.13 -2.80 -0.35
C -0.40 -3.99 -1.02
P 0.92 -0.29 0.00
C 1.82 0.87 -1.06
C 2.97 1.51 -0.60
C 3.58 2.48 -1.38
C 3.05 2.83 -2.61
C 1.90 2.20 -3.07
C 1.28 1.23 -2.30
C 2.00 -0.76 1.36
C 3.14 -1.50 1.24
C 3.92 -1.76 2.39
C 3.55 -1.26 3.61
C 2.37 -0.49 3.75
C 1.95 0.04 5.00
C 0.80 0.77 5.09
C -0.01 0.97 3.95
C 0.34 0.48 2.71
C 1.56 -0.25 2.61
H -0.11 -5.11 -2.82
H 1.27 -3.37 -3.90
H 1.75 -1.26 -2.72
H -0.50 -2.66 0.66
H -0.98 -4.76 -0.53
H 3.39 1.24 0.36
H 4.48 2.97 -1.02
H 3.53 3.59 -3.22
H 1.48 2.48 -4.03
H 0.39 0.75 -2.66
H 3.45 -1.89 0.28
H 4.82 -2.35 2.30
H 4.16 -1.45 4.48
H 2.57 -0.13 5.87
H 0.50 1.20 6.04
H -0.93 1.55 4.07
*
```

## Properties
LUMO energy (spin up / spin down), eV: -3.6 / -3.6
⟨S²⟩: 0.763
Energy relative to the best compared isomer or geometry (same formula, charge and spin), kJ/mol: 0.0

=====

ORCA calculation (wB97M-V/def2-TZVPD) on C38H26F8N4OS2SiV as an isolated structure.

ORCA input file:
```
! wB97M-V def2-TZVPD RIJCOSX def2/J DEFGRID3
* xyz -2 4
V -0.61 1.10 0.98
N -2.12 3.51 4.16
C -1.41 2.92 3.14
S -1.01 1.23 3.30
N -0.98 3.63 2.16
N -0.26 2.90 1.26
C 0.90 3.41 0.84
C 1.33 4.76 1.13
C 0.44 5.84 1.08
C 0.86 7.12 1.37
C 2.18 7.37 1.72
C 3.08 6.31 1.78
C 2.66 5.03 1.49
C 1.75 2.44 0.22
C 2.84 2.76 -0.60
C 3.58 1.74 -1.15
C 3.22 0.42 -0.87
C 2.13 0.19 -0.06
N 1.41 1.16 0.49
H -2.75 2.86 4.61
H -2.55 4.38 3.88
H -0.59 5.65 0.80
H 0.16 7.94 1.29
H 2.51 8.38 1.94
H 4.11 6.49 2.05
H 3.36 4.20 1.57
H 3.06 3.79 -0.80
H 4.41 1.96 -1.81
H 3.77 -0.41 -1.28
H 1.81 -0.82 0.17
F -0.87 1.45 -8.01
C -0.70 1.38 -6.66
C 0.38 2.01 -6.04
F 1.27 2.69 -6.80
C 0.55 1.92 -4.68
F 1.61 2.55 -4.13
C -0.33 1.20 -3.83
S -0.02 1.05 -2.18
C -1.43 0.60 -4.50
F -2.34 -0.09 -3.80
C -1.61 0.69 -5.87
F -2.67 0.09 -6.47
F -2.80 1.56 -0.62
C -2.56 1.22 0.69
F -3.29 0.07 0.87
F -3.33 2.15 1.37
O -0.63 -0.90 0.83
Si -0.56 -2.45 0.78
C 1.19 -3.16 0.43
C 1.60 -3.43 -0.88
C 2.88 -3.87 -1.16
C 3.79 -4.06 -0.13
C 3.41 -3.80 1.17
C 2.13 -3.36 1.44
C -1.66 -3.23 -0.57
C -2.45 -2.43 -1.38
C -3.27 -2.97 -2.35
C -3.31 -4.35 -2.53
C -2.52 -5.16 -1.74
C -1.70 -4.61 -0.78
C -1.14 -3.23 2.42
C -1.94 -2.46 3.26
C -2.44 -2.97 4.45
C -2.16 -4.28 4.81
C -1.36 -5.06 3.99
C -0.86 -4.53 2.81
H 0.90 -3.27 -1.69
H 3.18 -4.06 -2.18
H 4.80 -4.41 -0.35
H 4.12 -3.94 1.98
H 1.84 -3.15 2.47
H -2.41 -1.36 -1.25
H -3.88 -2.33 -2.97
H -3.96 -4.78 -3.29
H -2.55 -6.24 -1.88
H -1.09 -5.25 -0.17
H -2.16 -1.44 2.97
H -3.05 -2.35 5.09
H -2.55 -4.68 5.74
H -1.13 -6.08 4.28
H -0.23 -5.15 2.19
*
```

## Properties
LUMO energy (spin up / spin down), eV: 4.3 / 4.3
⟨S²⟩: 3.783

=====

| no. | E_tot (hartree) |
| --- | --- |
| 1 | -6250.52564 |
| 2 | -9621.77517 |
| 3 | -11474.07472 |
| 4 | -6172.21937 |
| 5 | -5608.11312 |
| 6 | -4586.90449 |